P | 181
Properties=species:S:1:pos:R:3:mulliken_charge:R:1 method="wB97M-V/def2-TZVPD" homo_energy_ev=-8.6 lumo_ev=0.342
C 6.284 0.002 2.956 -1.1131
C 6.597 -1.292 2.194 0.7114
C 5.635 -1.648 1.080 -0.8086
O 4.329 -1.922 1.513 -0.2398
C 3.479 -2.330 0.458 0.1566
N 7.977 -1.369 1.714 -0.7672
H 5.449 -0.027 3.658 -0.0160
H 6.078 0.837 2.277 0.2316
H 7.146 0.280 3.567 0.4756
H 6.526 -2.035 2.996 0.1569
H 6.037 -2.586 0.671 0.3564
H 5.706 -0.910 0.269 0.2981
H 3.407 -1.581 -0.336 -0.3762
H 2.514 -2.433 0.950 -0.2554
H 3.787 -3.280 0.011 0.5196
H 8.600 -0.976 2.414 0.2948
H 8.099 -0.684 0.965 0.2734
C -0.565 -2.632 4.630 -1.3785
C 0.547 -1.601 4.369 0.9565
C 1.588 -1.625 5.493 -1.1586
O 2.537 -0.643 5.142 -0.0603
C 3.646 -0.584 6.042 -0.9190
N 1.176 -1.922 3.083 -0.1837
H -1.086 -2.410 5.565 0.4727
H -0.137 -3.630 4.702 0.4188
H -1.314 -2.468 3.857 0.0126
H 0.165 -0.579 4.318 -0.2670
H 2.028 -2.623 5.611 0.3722
H 1.091 -1.335 6.427 0.4392
H 3.336 -0.592 7.090 0.3190
H 4.144 0.353 5.811 0.2083
H 4.253 -1.476 5.874 0.3459
H 1.613 -2.825 3.239 0.3209
H 1.884 -1.230 2.852 -0.1258
C -1.366 -1.464 -5.465 -1.0758
C -2.217 -2.734 -5.484 0.7255
C -3.308 -2.626 -4.414 -1.1379
O -2.728 -2.529 -3.135 0.1294
C -3.621 -1.989 -2.188 0.1184
N -2.811 -3.008 -6.779 -0.7582
H -1.939 -0.699 -5.999 0.4607
H -0.367 -1.517 -5.897 0.3930
H -1.260 -1.122 -4.436 -0.1014
H -1.571 -3.533 -5.089 0.1345
H -3.996 -3.481 -4.477 0.2951
H -3.975 -1.779 -4.630 0.4051
H -3.232 -2.006 -1.176 -0.3037
H -4.559 -2.562 -2.227 0.5001
H -3.975 -0.988 -2.464 -0.2669
H -2.951 -4.000 -6.950 0.2827
H -2.042 -2.818 -7.425 0.2837
C -2.248 4.462 -0.249 -1.2874
C -1.202 4.718 -1.334 2.2734
C -1.688 5.733 -2.383 -1.3642
O -2.897 5.342 -2.980 -0.2055
C -3.307 6.204 -4.020 -0.8979
N 0.095 5.159 -0.831 -0.5170
H -2.389 5.324 0.404 0.5023
H -1.925 3.614 0.362 -0.0868
H -3.193 4.151 -0.699 0.3257
H -0.984 3.776 -1.846 -1.1562
H -0.910 5.853 -3.149 0.4504
H -1.796 6.746 -1.968 0.4427
H -2.552 6.173 -4.812 0.3609
H -3.526 7.240 -3.744 0.3187
H -4.256 5.823 -4.400 0.2811
H 0.003 5.982 -0.240 0.3413
H 0.444 4.425 -0.210 -0.0535
C 3.266 3.971 -4.632 -1.5823
C 1.992 3.948 -3.765 0.0594
C 1.684 2.556 -3.247 0.3443
O 2.603 2.096 -2.278 -0.5681
C 2.287 0.855 -1.700 0.2545
N 2.242 4.917 -2.701 -0.6545
H 3.168 3.306 -5.498 0.3930
H 4.047 3.510 -4.023 0.2693
H 3.503 4.957 -5.017 0.3894
H 1.145 4.181 -4.417 0.4047
H 1.604 1.836 -4.074 0.4095
H 0.705 2.585 -2.746 -0.3277
H 3.124 0.582 -1.057 0.1822
H 2.136 0.025 -2.399 -0.5263
H 1.394 0.899 -1.067 0.3108
H 2.990 4.505 -2.138 0.3971
H 1.487 4.913 -1.984 0.2511
C 2.761 1.828 2.602 -0.9952
C 2.185 3.124 2.024 0.7280
C 3.256 4.109 1.607 -1.4583
O 4.106 4.383 2.702 -0.3619
C 5.103 5.335 2.436 -0.8010
N 1.402 2.760 0.828 1.5907
H 3.331 2.007 3.516 0.5626
H 3.420 1.368 1.859 0.1212
H 1.988 1.094 2.835 -0.1275
H 1.527 3.588 2.763 0.4591
H 2.858 5.040 1.184 0.6309
H 3.880 3.713 0.790 0.3807
H 4.694 6.223 1.944 0.3170
H 5.860 4.923 1.756 0.3125
H 5.593 5.560 3.380 0.2576
H 2.072 2.361 0.173 -0.5987
H 0.820 1.965 1.085 -0.9216
C -2.248 -4.077 0.908 0.2082
C -2.868 -5.378 0.458 1.1907
C -1.919 -6.532 0.783 -0.9631
O -2.494 -7.787 0.475 -0.3440
C -1.608 -8.827 0.816 -0.7605
N -4.157 -5.530 1.124 -0.7590
H -1.958 -4.046 1.960 0.2994
H -2.901 -3.216 0.740 -0.7388
H -1.352 -3.811 0.336 -0.4035
H -3.064 -5.318 -0.619 0.1036
H -1.742 -6.532 1.866 0.4229
H -0.940 -6.336 0.332 0.3902
H -0.693 -8.722 0.220 0.3129
H -2.004 -9.807 0.556 0.2702
H -1.337 -8.836 1.875 0.3015
H -4.636 -6.412 1.007 0.2759
H -4.800 -4.808 0.818 0.1379
C 4.758 -2.094 -3.413 -0.9902
C 3.718 -2.964 -4.089 0.3523
C 2.271 -2.586 -3.756 0.0581
O 1.958 -2.956 -2.438 -0.3786
C 0.665 -2.575 -1.991 0.1764
N 3.983 -2.935 -5.535 -0.8137
H 5.773 -2.500 -3.451 0.3658
H 4.588 -1.925 -2.348 0.0047
H 4.911 -1.125 -3.900 0.3009
H 3.934 -4.010 -3.857 0.2482
H 1.607 -3.024 -4.512 0.1278
H 2.167 -1.502 -3.914 -0.1040
H -0.101 -3.032 -2.629 0.2694
H 0.480 -1.501 -1.949 -0.0897
H 0.552 -3.096 -1.041 -0.1424
H 3.845 -1.985 -5.883 0.2960
H 3.237 -3.424 -6.029 0.2876
C -1.728 0.390 -0.291 0.2547
C -1.292 -0.242 1.028 0.6388
O 0.115 -0.316 1.019 1.0156
H -2.811 0.544 -0.300 0.5127
H -1.429 -0.249 -1.125 -0.6346
H -1.346 1.378 -0.562 -0.5188
H -1.772 -1.220 1.136 -0.2148
H -1.639 0.377 1.868 -0.1298
H 0.380 -1.033 1.637 -0.3618
C -5.301 -0.743 0.814 -0.6811
C -5.937 -1.934 1.538 -0.5596
O -5.894 -3.023 0.615 -0.5143
H -5.776 -0.741 -0.173 0.3889
H -4.220 -0.812 0.731 -0.1851
H -5.592 0.240 1.194 0.5169
H -6.973 -1.779 1.849 0.3570
H -5.347 -2.208 2.412 0.3145
H -6.536 -2.852 -0.080 0.2827
C -0.830 2.792 3.925 0.3368
C -2.117 3.583 3.662 -0.3982
O -2.800 3.921 4.868 -0.6476
H -1.099 1.864 4.433 0.0078
H -0.186 3.321 4.626 0.5172
H -0.393 2.554 2.953 -0.5770
H -2.724 2.935 3.016 0.0479
H -1.952 4.489 3.080 0.3485
H -3.233 3.098 5.148 0.3735
C -2.874 1.887 -3.924 -0.6990
C -3.999 2.167 -2.929 0.3460
O -4.785 3.249 -3.350 -0.6456
H -3.292 1.575 -4.883 0.4205
H -2.115 1.216 -3.512 -0.1402
H -2.264 2.769 -4.157 0.3638
H -3.469 2.364 -1.990 -0.3115
H -4.537 1.223 -2.862 0.1487
H -4.191 3.996 -3.499 0.5104
C -4.228 0.085 4.334 -0.2556
C -4.188 0.367 5.812 -0.4838
O -3.184 1.342 6.023 -0.4137
H -4.146 0.985 3.716 0.0994
H -5.083 -0.503 4.006 0.3128
H -3.335 -0.450 3.990 -0.1068
H -3.942 -0.562 6.336 0.3347
H -5.176 0.723 6.125 0.3062
H -2.927 1.327 6.951 0.2238


Q | 181
Properties=species:S:1:pos:R:3:mulliken_charge:R:1 method="wB97M-V/def2-TZVPD" homo_energy_ev=-9.0 lumo_ev=0.598
C -8.903 -25.155 -7.681 -0.2567
C -7.517 -25.754 -7.286 -0.5669
O -6.987 -25.065 -6.162 0.0453
H -9.578 -25.163 -6.846 -0.1999
H -9.340 -25.672 -8.505 0.6110
H -8.753 -24.166 -8.107 -0.2042
H -6.791 -25.726 -8.155 0.2869
H -7.658 -26.801 -6.978 0.4149
H -6.336 -25.648 -5.736 0.0684
C -9.476 -16.496 -8.250 -1.2791
C -8.474 -17.605 -8.477 -0.0073
O -9.211 -18.829 -8.219 0.1176
H -9.857 -16.612 -7.244 0.2017
H -10.349 -16.591 -8.884 0.2725
H -8.998 -15.552 -8.325 0.4596
H -7.584 -17.480 -7.822 0.2388
H -8.105 -17.650 -9.524 0.2617
H -8.682 -19.629 -8.091 -0.0075
C -8.009 -21.005 -0.261 -0.7917
C -7.492 -22.260 -0.928 0.4905
O -8.185 -23.385 -0.363 -0.4706
H -7.577 -20.148 -0.768 0.1558
H -7.802 -21.008 0.798 0.4369
H -9.102 -20.914 -0.464 -0.0591
H -6.414 -22.386 -0.798 0.6926
H -7.670 -22.264 -1.995 -0.6655
H -7.512 -23.792 0.208 0.3005
C -5.923 -21.933 -7.180 -0.7830
C -6.575 -21.916 -8.611 -0.5702
O -7.910 -21.412 -8.531 -0.2291
H -5.034 -22.544 -7.258 0.4498
H -6.556 -22.495 -6.449 -0.1373
H -5.632 -20.947 -6.802 0.4175
H -6.588 -22.946 -8.960 0.3079
H -5.949 -21.294 -9.298 0.3552
H -8.400 -21.520 -9.371 0.1177
C -10.037 -22.405 -3.335 1.4893
C -9.212 -22.676 -4.627 0.4800
O -9.750 -21.801 -5.609 1.6816
H -9.892 -21.399 -2.948 0.1804
H -9.851 -23.150 -2.560 -1.1170
H -11.058 -22.575 -3.681 -0.9392
H -9.214 -23.734 -4.889 -0.5831
H -8.178 -22.375 -4.464 -0.3257
H -9.325 -21.971 -6.461 -0.7448
C -11.317 -22.677 -9.676 -0.9600
C -10.819 -21.822 -10.878 0.0167
C -11.283 -20.404 -10.761 -0.4146
O -11.081 -19.737 -11.971 -0.4447
C -11.217 -18.320 -11.759 -0.5090
N -9.387 -21.867 -10.928 -0.5293
H -10.992 -23.718 -9.588 0.4429
H -12.424 -22.684 -9.684 0.4477
H -10.985 -22.151 -8.770 -0.1082
H -11.354 -22.159 -11.782 0.2555
H -10.796 -19.845 -9.936 0.0557
H -12.350 -20.548 -10.511 0.3788
H -10.561 -17.846 -10.997 0.0246
H -12.265 -18.113 -11.543 0.3251
H -10.927 -17.860 -12.714 0.3173
H -8.992 -22.763 -11.214 0.2550
H -8.989 -21.162 -11.520 0.2528
C -6.390 -19.992 -3.819 -1.0125
C -6.736 -18.750 -4.679 0.9940
C -7.896 -17.991 -3.998 -0.4391
O -7.586 -17.731 -2.647 -0.4069
C -8.745 -17.569 -1.908 -0.6121
N -5.571 -17.910 -4.851 -0.7415
H -5.781 -20.729 -4.287 0.3451
H -7.247 -20.551 -3.444 -0.3719
H -5.858 -19.568 -2.965 0.5003
H -7.085 -19.014 -5.665 -0.2387
H -8.842 -18.504 -4.125 0.0634
H -8.027 -17.036 -4.527 0.4304
H -9.378 -16.784 -2.325 0.3912
H -8.587 -17.185 -0.900 0.3977
H -9.293 -18.506 -1.814 0.0023
H -5.344 -17.460 -3.961 0.3470
H -5.829 -17.156 -5.472 0.3313
C -14.246 -17.190 -1.689 -1.1538
C -13.001 -17.384 -0.750 0.0986
C -12.447 -18.734 -1.090 -0.0646
O -13.449 -19.771 -1.103 -0.4489
C -12.807 -21.054 -1.129 -0.5450
N -11.949 -16.410 -0.909 -0.5967
H -13.878 -17.299 -2.718 0.1503
H -14.684 -16.225 -1.425 0.4841
H -15.026 -17.914 -1.462 0.2948
H -13.183 -17.414 0.319 0.3658
H -11.606 -18.959 -0.415 0.3632
H -12.001 -18.658 -2.095 -0.1847
H -12.267 -21.381 -2.041 0.1392
H -13.538 -21.825 -0.924 0.0789
H -12.127 -21.068 -0.273 0.6227
H -12.352 -15.508 -0.721 0.2613
H -11.604 -16.338 -1.853 0.1931
C -12.886 -20.001 -6.867 -0.9914
C -12.707 -19.289 -5.529 0.0811
C -13.370 -20.111 -4.508 1.6827
O -14.660 -20.474 -4.928 -0.5653
C -15.404 -21.011 -3.841 -0.4723
N -11.368 -19.013 -5.098 0.0028
H -13.964 -20.154 -7.123 0.4160
H -12.390 -20.974 -6.713 -0.1784
H -12.375 -19.469 -7.674 0.3646
H -13.201 -18.308 -5.550 0.4830
H -13.323 -19.590 -3.528 -0.7841
H -12.775 -21.032 -4.321 -0.5968
H -15.238 -20.449 -2.902 0.0970
H -15.120 -22.021 -3.625 0.0565
H -16.479 -20.903 -3.939 0.4371
H -10.784 -19.833 -5.297 -0.3787
H -10.946 -18.324 -5.696 0.1389
C -4.881 -23.847 -3.777 -0.6670
C -3.935 -24.868 -4.516 0.2929
C -2.580 -25.047 -3.932 -0.9269
O -1.868 -26.027 -4.675 -0.3035
C -0.617 -26.273 -4.093 -0.8110
N -4.647 -26.176 -4.812 -0.5314
H -4.297 -23.025 -3.394 0.5877
H -5.492 -24.252 -2.979 0.2927
H -5.623 -23.558 -4.545 -0.2205
H -3.774 -24.402 -5.500 0.0185
H -2.554 -25.377 -2.871 0.4133
H -2.046 -24.094 -3.996 0.3783
H -0.045 -25.421 -3.690 0.3140
H 0.025 -26.644 -4.892 0.2574
H -0.826 -26.928 -3.241 0.3239
H -4.114 -26.778 -5.416 0.2362
H -4.920 -26.628 -3.938 0.2455
C -13.172 -27.418 -7.519 -1.1700
C -14.027 -26.204 -7.858 0.4243
C -13.325 -25.021 -7.291 -0.3083
O -13.397 -25.034 -5.891 -0.3114
C -12.933 -23.796 -5.355 -0.5484
N -14.122 -26.096 -9.309 -0.6330
H -13.005 -27.472 -6.431 0.0367
H -12.184 -27.368 -7.985 0.3510
H -13.647 -28.323 -7.883 0.4458
H -15.018 -26.299 -7.375 0.2165
H -13.818 -24.082 -7.592 0.3291
H -12.297 -25.022 -7.673 -0.1271
H -13.142 -23.774 -4.292 -0.3469
H -13.423 -22.927 -5.804 0.5059
H -11.842 -23.696 -5.521 0.4925
H -14.494 -26.962 -9.710 0.2549
H -14.701 -25.294 -9.568 0.2287
C -15.535 -24.221 -1.048 -1.0095
C -14.755 -25.547 -1.071 1.3218
C -13.567 -25.393 -0.131 -1.2355
O -12.715 -24.447 -0.784 0.6227
C -11.564 -24.191 -0.053 -1.2548
N -15.532 -26.696 -0.522 -0.7273
H -15.517 -23.947 0.007 0.2971
H -16.559 -24.278 -1.456 0.4034
H -14.995 -23.545 -1.708 -0.0841
H -14.325 -25.636 -2.059 -0.4383
H -12.966 -26.309 0.036 0.4510
H -13.881 -25.015 0.854 0.2974
H -11.030 -25.056 0.289 0.4607
H -11.782 -23.685 0.904 0.3469
H -10.844 -23.547 -0.524 0.1105
H -14.939 -27.520 -0.428 0.2586
H -16.284 -26.848 -1.183 0.3044
C -8.629 -27.963 -3.771 -1.8053
C -9.021 -26.525 -3.445 2.1777
C -10.007 -26.462 -2.291 -0.4864
O -11.192 -27.254 -2.450 -0.5333
C -12.027 -26.778 -3.484 -0.7321
N -7.860 -25.710 -3.046 -0.2563
H -7.920 -27.965 -4.561 0.4410
H -9.460 -28.632 -3.868 0.3172
H -8.130 -28.415 -2.879 0.3644
H -9.575 -26.128 -4.295 -0.6188
H -10.217 -25.394 -2.016 -0.2825
H -9.518 -26.874 -1.376 0.4799
H -11.923 -25.700 -3.578 0.0681
H -13.055 -27.074 -3.363 0.6165
H -11.723 -27.134 -4.476 0.2146
H -8.173 -25.009 -2.363 0.0550
H -7.529 -25.185 -3.841 -0.1193


P is favored, and the nearest alternative lies 2.3 kcal/mol above it.


P | 15
Properties=species:S:1:pos:R:3:mulliken_charge:R:1 method="wB97M-V/def2-TZVPD" charge=+1 homo_energy_ev=-15.3 lumo_ev=-4.936
C -2.500 0.421 -1.208 -0.8843
C -0.344 0.435 -2.206 -0.1697
N -1.046 0.279 -1.165 0.0865
H -2.970 0.064 -0.313 0.3383
H -2.885 0.033 -2.148 0.3473
H -2.852 1.464 -1.268 0.3566
H -0.809 0.832 -3.098 0.3052
H 0.717 0.292 -2.209 0.2854
H -0.657 -0.119 -0.295 0.3608
H 0.900 -1.681 0.633 0.3397
H 1.455 -0.503 1.365 0.3614
O 1.106 -0.746 0.476 -0.7204
H 2.974 0.269 3.165 0.3531
H 1.455 0.380 3.167 0.3481
O 2.170 -0.267 3.128 -0.7079


Q | 15
Properties=species:S:1:pos:R:3:mulliken_charge:R:1 method="wB97M-V/def2-TZVPD" charge=+1 homo_energy_ev=-15.9 lumo_ev=-5.165
C 1.004 -0.460 -1.537 -0.6865
C 0.388 -1.983 0.267 -0.1266
N 0.757 -0.811 -0.091 0.0634
H 1.661 0.421 -1.519 0.2861
H -0.024 -0.098 -1.868 0.3316
H 1.233 -1.322 -2.168 0.3312
H 0.497 -2.721 -0.546 0.2518
H 0.494 -2.215 1.333 0.2912
H 0.418 0.041 0.422 0.3019
H -2.069 1.123 -0.411 0.3422
H -2.029 2.776 0.027 0.3164
O -1.636 1.957 -0.268 -0.6821
H -0.724 1.381 1.534 0.3379
H 0.120 1.118 2.852 0.3241
O -0.090 0.792 1.974 -0.6824


R | 15
Properties=species:S:1:pos:R:3:mulliken_charge:R:1 method="wB97M-V/def2-TZVPD" charge=+1 homo_energy_ev=-15.2 lumo_ev=-5.305
C 1.807 -0.367 -0.719 -0.7316
C 1.081 0.772 1.260 -0.0847
N 0.777 0.289 0.040 0.0858
H 1.713 -1.510 -0.704 0.3025
H 1.739 -0.325 -1.905 0.2717
H 2.767 -0.093 -0.389 0.3456
H 2.095 0.637 1.826 0.3062
H 0.357 1.642 1.530 0.2577
H -0.227 0.336 -0.299 0.2582
H -2.841 -0.404 1.632 0.3039
H -2.720 1.025 2.221 0.3212
O -2.377 0.397 1.569 -0.6019
H -1.604 -1.531 -2.299 0.3089
H -1.392 0.011 -2.046 0.3218
O -1.173 -0.877 -1.717 -0.6654


P is favored, and the nearest alternative lies 18.7 kcal/mol above it.


P | 17
Properties=species:S:1:pos:R:3:mulliken_charge:R:1 method="wB97M-V/def2-TZVPD" charge=+1 homo_energy_ev="-11.2 / -13.6" lumo_ev="-5.285 / -4.561"
C -0.522 0.685 -1.856 -0.9229
C -0.322 -1.451 -0.586 -0.6572
C 1.127 0.442 -0.160 -0.8266
N 0.433 -0.310 -1.219 0.0778
Si -0.351 0.552 3.037 0.6723
Cl 0.262 -1.286 3.332 -0.1240
Cl 0.869 1.987 3.654 -0.1127
Cl -2.299 1.066 3.375 -0.1323
H -0.750 1.267 -0.967 0.3568
H 0.080 1.365 -2.556 0.3407
H -1.261 0.101 -2.371 0.4098
H -1.370 -1.323 -0.708 0.3304
H -0.003 -2.487 -1.089 0.3029
H 0.028 -1.615 0.422 0.1987
H 2.171 0.300 -0.212 0.3155
H 0.839 1.424 -0.186 0.4047
H 1.068 -0.718 -1.911 0.3661


Q | 17
Properties=species:S:1:pos:R:3:mulliken_charge:R:1 method="wB97M-V/def2-TZVPD" charge=+1 homo_energy_ev=-14.4 lumo_ev=-3.452 smiles=C[NH+](C)[Si](Cl)(Cl)CCl
C -0.515 0.219 -0.846 -0.8406
N 0.013 -0.770 0.171 -0.2852
C -0.637 -0.804 1.478 -0.8612
Si 1.901 -0.572 0.043 0.6834
Cl 2.623 -1.165 1.918 -0.1950
Cl 2.429 -1.864 -1.450 -0.1651
C 2.469 1.264 -0.521 -0.5655
Cl 4.125 1.161 -1.099 -0.1037
H -0.398 1.115 -0.184 0.3873
H 0.244 0.150 -1.662 0.3139
H -1.522 -0.118 -1.050 0.3890
H -0.054 -1.698 -0.307 0.4186
H -1.725 -0.796 1.321 0.3317
H -0.212 -1.763 1.874 0.3917
H -0.333 0.058 1.937 0.3809
H 1.775 1.719 -1.202 0.3668
H 2.367 1.902 0.336 0.3531


Q is favored, and the nearest alternative lies 67.7 kcal/mol above it.